Entry 1:
13
Properties=species:S:1:pos:R:3:forces:R:3 method="wB97M-V/def2-TZVPD" relative_energy_kj_mol=40.9 orbital_gap_ev=8.89 lumo_energy_ev=0.14 mol_weight_da=120.19 homo_ev=-8.75
S -1.5547 0.0815 1.0524 -0.2 -0.5 0.6
S -1.3178 0.0293 -0.9861 0.0 0.1 -0.8
O 1.3182 1.7362 -1.0287 0.1 0.2 -0.3
O 1.0975 -2.4328 -0.3449 -0.4 0.7 -0.2
O 2.4476 0.4474 1.1012 -0.2 -0.5 0.1
H 2.1694 -0.3983 0.7111 0.2 0.1 0.0
H 2.0812 0.4227 1.9932 0.0 0.1 0.0
H -0.9743 1.3263 -1.0771 0.1 -0.2 -0.1
H -2.3217 -1.0262 0.9981 0.0 0.3 0.3
H 0.4387 -1.7843 -0.6524 0.2 -0.2 -0.6
H 1.9376 1.4677 -1.7159 -0.1 0.1 0.0
H 0.9932 -2.2846 0.5895 0.1 -0.4 0.9
H 1.7021 1.3859 -0.2077 0.0 0.1 0.0

Entry 2:
15
Properties=species:S:1:pos:R:3:forces:R:3 method="wB97M-V/def2-TZVPD" relative_energy_kj_mol=32.3 orbital_gap_ev=11.31 lumo_energy_ev=1.04 mol_weight_da=74.12 homo_ev=-10.27
O -2.1664 0.5420 1.6313 -0.2 -0.1 0.2
C -0.4270 0.3574 0.0250 -0.1 0.0 0.0
C 1.1460 -0.2996 -1.8501 0.0 0.0 -0.1
C 0.9106 -0.2834 -0.3412 0.0 0.0 0.1
C -0.7965 0.2062 1.4913 0.4 -0.1 -0.1
H 1.1714 0.7161 -2.2609 0.0 -0.1 0.1
H -0.1647 0.8554 2.1203 -0.1 -0.1 -0.1
H 0.9266 -1.3155 0.0361 0.0 0.1 0.0
H -2.4883 0.1401 2.4443 0.0 0.1 -0.1
H -1.2283 -0.1186 -0.5544 0.1 0.0 0.0
H 2.0906 -0.7911 -2.1067 -0.1 0.1 0.0
H -0.6154 -0.8335 1.8086 -0.1 0.2 -0.1
H 0.3377 -0.8385 -2.3585 0.1 0.1 0.1
H 1.7357 0.2412 0.1597 -0.1 -0.1 -0.1
H -0.4320 1.4218 -0.2448 0.0 -0.2 0.0

Entry 3:
81
Properties=species:S:1:pos:R:3:forces:R:3 method="wB97M-V/def2-TZVPD" relative_energy_kj_mol=0.0 charge=+1 orbital_gap_ev=6.26 lumo_energy_ev=-2.89 mol_weight_da=992.23 homo_ev=-9.15
I 6.1251 3.3453 1.1366 0.0 0.0 0.0
I 0.9642 4.5812 -1.5742 0.0 0.0 0.0
Y -0.4113 -0.5069 0.0849 0.9 -0.5 -0.4
Cl 0.8184 -5.9503 -0.0280 0.0 -0.1 0.0
Cl 1.6285 -4.6304 2.4515 0.0 0.0 0.0
P 1.3091 -1.1349 -3.1628 0.2 0.2 0.0
O 0.7607 -3.0711 -0.4662 0.2 0.0 -0.1
O -0.5091 -2.5742 1.2622 -0.1 0.1 0.0
O 0.4833 1.5175 -0.8121 -0.2 -0.3 0.6
O 0.8546 -1.8626 -4.3733 0.0 -0.1 0.1
O 0.3782 -0.8875 -2.0148 -0.2 -0.1 -0.3
N -2.0106 0.7744 0.7125 -0.9 0.6 0.1
N 1.9892 -0.2505 0.5686 0.3 0.1 0.0
N 0.8113 1.4838 -3.3345 -0.3 0.0 -0.5
N -2.4916 -0.9545 -1.3660 -0.2 0.0 0.2
N -0.2486 0.2588 2.6897 0.0 0.0 -0.1
N 2.2706 -3.5036 -2.6116 0.0 -0.4 0.1
C 0.9678 0.0984 3.4838 0.0 0.0 0.0
C 3.4217 3.5803 -0.1196 0.1 -0.1 0.0
C -2.6137 -2.4240 -1.3164 -0.1 0.0 0.0
C 4.5617 0.3789 1.4242 0.0 0.0 0.0
C -2.4481 -0.5193 -2.7719 0.0 0.0 0.0
C 2.1441 3.1907 -0.5649 0.0 0.1 -0.1
C 1.9423 0.5462 -3.5527 0.1 -0.1 -0.1
C -0.0526 2.7108 3.1429 0.1 0.0 0.0
C 3.7925 1.3686 0.7710 0.0 0.0 0.1
C -0.4506 4.0120 2.8694 0.0 0.0 0.0
C -1.3455 -0.4340 3.3997 0.0 0.0 0.0
C 2.7408 -1.1382 1.1807 0.0 0.0 0.0
C -1.9756 3.1883 1.2055 0.1 0.0 0.0
C -4.4167 1.2625 0.9411 0.0 0.0 0.0
C -1.5799 1.8754 1.4597 -0.1 0.0 0.0
C -5.7162 0.9996 0.5500 0.0 0.0 0.0
C 2.7572 -2.1000 -2.5590 0.1 0.2 0.0
C 1.6473 1.9198 -0.3666 0.0 0.0 0.0
C -3.6174 -0.2967 -0.6966 0.0 0.0 0.0
C -3.3310 0.6228 0.3252 0.0 0.0 0.0
C -5.9849 0.0897 -0.4643 0.0 0.0 0.0
C -4.9238 -0.5537 -1.0803 0.0 0.0 0.0
C 2.4960 0.9986 0.3426 0.1 0.0 0.0
C 0.1940 -3.3733 0.5976 -0.1 0.0 0.1
C 0.3750 -4.7612 1.1989 -0.1 -0.2 0.1
C -0.6061 1.6442 2.4488 -0.1 0.0 0.0
C 4.0463 -0.8698 1.6199 0.0 0.0 0.0
C 4.2373 2.6963 0.5283 0.0 0.1 0.0
C -1.4191 4.2454 1.9049 0.0 0.0 0.0
H 5.5562 0.6252 1.7670 0.0 0.0 0.0
H 1.6236 -3.6418 -1.7915 0.0 -0.1 0.0
H -2.3179 0.5638 -2.8005 0.0 0.0 0.0
H 1.0631 2.4559 -3.5392 -0.1 -0.1 0.1
H 3.0470 -1.8642 -1.5374 0.0 0.0 0.0
H 0.0040 1.2331 -3.9104 0.1 0.1 0.0
H 1.2312 -0.9606 3.5087 0.0 0.0 0.0
H -2.7027 3.3734 0.4265 0.0 0.0 0.0
H -1.7326 5.2565 1.6848 0.0 0.0 0.0
H 1.7894 0.6663 3.0490 0.0 0.0 0.0
H -0.5423 -5.0898 1.6810 0.1 0.0 0.0
H 0.6920 2.5391 3.9057 0.0 0.0 0.0
H -2.2725 -0.3317 2.8421 0.0 0.0 0.0
H 1.7350 -3.6123 -3.4863 0.0 0.0 0.0
H 0.5008 1.4293 -2.2854 0.3 0.3 0.2
H -3.4586 -2.7874 -1.9112 0.0 0.0 0.0
H -6.5301 1.5062 1.0502 0.0 0.0 0.0
H 0.8243 0.4321 4.5188 0.0 0.0 0.0
H -6.9996 -0.1179 -0.7683 -0.1 0.0 0.0
H -1.6295 -1.0165 -3.2881 0.0 0.0 0.0
H -4.2307 1.9581 1.7483 0.0 0.0 0.0
H 2.7399 0.8375 -2.8670 0.0 0.0 0.0
H 4.6121 -1.6423 2.1204 0.0 0.0 0.0
H -1.6997 -2.8723 -1.7128 0.0 0.0 0.0
H -1.4769 -0.0040 4.3995 0.0 0.0 0.0
H 3.6042 -1.9986 -3.2371 0.0 0.1 0.0
H -3.3846 -0.7611 -3.2847 0.0 0.0 0.0
H -2.7594 -2.7388 -0.2824 0.0 0.0 0.0
H -5.1229 -1.2653 -1.8720 0.0 0.0 0.0
H -1.0989 -1.4907 3.4873 0.0 0.0 0.0
H -0.0107 4.8331 3.4160 0.0 0.0 0.0
H 3.7566 4.5902 -0.3055 0.0 0.0 0.0
H 2.3037 -2.1127 1.3618 0.0 0.0 0.0
H 2.2967 0.6050 -4.5810 0.0 0.0 0.0
H 3.0255 -4.1897 -2.5705 -0.1 0.1 0.0

Entry 4:
81
Properties=species:S:1:pos:R:3:forces:R:3 method="wB97M-V/def2-TZVPD" orbital_gap_ev=7.62 lumo_energy_ev=-1.04 mol_weight_da=538.00 homo_ev=-8.66
Si 3.8537 -3.7754 -0.1962 -0.4 0.2 -0.2
Si 6.8939 -3.8249 0.3764 0.4 0.2 -0.1
Si -1.8033 -2.3112 -2.3704 0.2 -0.1 -0.4
Si -2.7447 0.0259 -0.5775 0.0 0.5 0.1
O 5.2987 -4.2266 0.4559 0.0 -0.1 0.0
O -1.2016 3.9222 0.5075 0.4 0.4 -0.5
O -2.5447 -1.5140 -1.1383 -0.1 -0.1 0.1
O -5.6786 3.3927 3.3055 -0.4 -0.1 0.3
N -3.6474 4.6541 -0.7571 -1.9 0.3 1.3
C -2.9508 7.0008 -0.5862 -0.7 0.1 0.6
C 2.4688 -4.8194 0.4903 0.2 -0.1 0.1
C -2.4634 -1.7207 -4.0193 0.0 0.0 0.2
C -2.0454 3.1042 5.3706 -0.7 0.1 -0.3
C -2.2043 3.9393 1.1724 -0.3 -0.4 0.5
C -1.0865 0.7887 -0.1732 -0.1 -0.4 -0.1
C -3.3122 3.5048 3.3833 -0.6 0.0 0.1
C 7.5321 -4.0443 -1.3696 -0.2 0.0 0.1
C -2.1022 -4.1480 -2.2377 -0.1 0.1 0.2
C -0.9218 3.4965 3.2591 -0.1 0.0 0.3
C 0.0429 -2.0037 -2.3232 -0.1 0.0 0.1
C -4.6528 4.0420 1.3141 -0.2 0.1 0.0
C 3.4978 -1.9808 0.1998 0.2 -0.1 0.0
C -3.5926 1.0819 -1.8681 0.0 -0.2 0.0
C -0.8859 3.2295 4.6188 0.2 -0.2 0.3
C -3.7904 0.0286 0.9692 0.0 -0.3 -0.1
C -4.6461 3.6205 2.7221 0.5 0.2 -0.4
C -3.9331 5.9001 -0.9086 0.7 0.0 -0.8
C 7.8974 -4.9088 1.5153 -0.3 -0.1 0.0
C 7.1418 -2.0396 0.8818 -0.2 -0.1 0.0
C -3.2811 3.2500 4.7479 0.6 0.0 -0.2
C -5.2678 6.3505 -1.4021 0.3 -0.2 -0.7
C -2.1539 3.6472 2.6306 0.3 -0.1 0.3
C -3.5475 4.2190 0.5784 1.3 0.0 -0.7
C 3.8853 -3.9840 -2.0557 0.1 0.0 0.1
H -3.3233 -0.5575 1.7635 0.0 0.0 0.0
H -3.8124 2.0742 -1.4671 0.0 0.0 0.0
H -5.8402 6.5209 -0.4847 0.0 0.1 0.1
H -5.7729 5.5582 -1.9445 0.0 0.0 -0.1
H 7.5757 -4.7967 2.5525 0.0 0.0 0.0
H 7.8051 -5.9615 1.2415 0.0 0.0 0.0
H -3.9148 1.0519 1.3303 0.0 0.0 0.0
H 0.0620 3.0837 5.1169 0.1 0.1 -0.1
H -3.2039 7.8906 -1.1559 0.1 0.1 0.0
H 7.0521 -3.3431 -2.0552 0.0 0.0 0.0
H 8.6091 -3.8684 -1.4059 0.0 0.0 0.0
H -3.0689 7.2627 0.4690 0.2 0.1 0.1
H -4.7821 -0.3862 0.7778 0.0 0.0 0.0
H -5.6226 4.2134 0.8727 -0.2 -0.1 0.0
H -5.2309 7.2803 -1.9609 -0.1 0.1 -0.1
H -1.9364 6.6898 -0.7948 0.1 -0.1 0.1
H 0.5507 -2.6069 -3.0792 0.0 0.0 0.0
H 4.6012 -3.3010 -2.5173 0.0 0.0 0.0
H 6.7105 -1.8518 1.8674 0.0 0.0 0.0
H 4.2174 -1.3202 -0.2881 0.0 0.0 0.0
H -2.9612 1.2079 -2.7501 0.0 0.0 0.0
H -0.5279 0.1536 0.5195 0.0 0.0 0.0
H 6.6688 -1.3601 0.1699 0.0 0.0 0.0
H 8.9521 -4.6330 1.4552 0.0 0.0 0.0
H 2.4989 -1.7059 -0.1448 0.0 0.0 0.0
H -1.2249 1.7639 0.2867 0.1 -0.1 0.0
H -3.5506 -1.8153 -4.0582 0.0 0.0 0.0
H -2.2072 -0.6737 -4.1933 0.0 0.0 0.0
H -2.0343 2.8855 6.4273 0.3 0.0 0.1
H 7.3390 -5.0571 -1.7294 0.0 0.0 0.0
H -4.5332 0.6252 -2.1856 0.0 0.0 0.0
H 3.5508 -1.8034 1.2763 0.0 0.0 0.0
H -4.2180 3.1763 5.2750 -0.1 -0.1 0.1
H 1.5180 -4.5095 0.0512 0.0 0.0 0.0
H 2.3935 -4.7123 1.5743 0.0 0.0 0.0
H -1.6033 -4.6653 -3.0597 0.0 0.0 0.0
H -3.1680 -4.3789 -2.2878 0.0 0.0 0.0
H 4.1658 -5.0041 -2.3271 0.0 0.0 0.0
H 0.4512 -2.2648 -1.3439 0.0 0.0 0.0
H 8.2062 -1.7996 0.9224 0.0 0.0 0.0
H -0.4850 0.9222 -1.0748 0.0 0.0 0.0
H 2.8989 -3.7758 -2.4755 0.0 0.0 0.0
H 2.6204 -5.8763 0.2622 0.0 0.0 0.0
H 0.2707 -0.9539 -2.5181 0.1 0.0 0.0
H -1.7110 -4.5455 -1.2989 0.0 0.0 0.0
H -2.0395 -2.3124 -4.8335 0.0 0.0 0.0
H 0.0002 3.5827 2.7067 0.0 0.0 -0.2